ORCA calculation (the ωB97M-V functional and the def2-TZVPD basis) on C18H18Cl5GeI2NO4Y as an isolated structure at a distorted geometry.

The molecular weight comes out at 904.93 g/mol. The spin multiplicity is 2. For the highest occupied orbital energy (spin up / spin down), the calculation gives -8.569 / -8.568 eV. The calculation puts the total energy at -6064.22607 Eh. Its energy relative to the best compared isomer or geometry (same formula, charge and spin) is 0.372 eV. The charge is 0. The value obtained for the maximum force is 1.73 eV/Å. As for the HOMO-LUMO gap (spin up / spin down): 7.9 / 6.1 eV.

Each line ends with the natural charge from an NBO analysis.
Cartesian coordinates (Å):
C  3.536  1.891  -2.610  -0.5118
C  1.999  -4.995  -2.420  -0.5854
H  -4.282  -3.729  -2.382  0.2336
C  -4.659  -0.712  -3.842  -0.1948
H  3.780  -5.703  -0.462  0.2005
H  1.604  -0.299  4.428  0.2318
C  -3.741  0.002  -3.095  -0.1032
O  0.489  0.042  -2.994  -0.6418
I  0.079  -1.966  3.011  0.2378
N  1.877  0.729  -1.357  -0.7962
C  2.520  1.301  -3.590  -0.5142
C  1.044  -5.646  -0.197  -0.5850
C  -4.835  -2.062  -3.595  -0.0580
Y  -0.061  -0.159  -0.377  1.5836
H  4.015  -3.983  -0.836  0.2142
Cl  -0.542  2.510  -1.117  -0.3745
H  0.128  0.546  3.872  0.2280
I  2.044  0.749  2.026  0.3677
H  0.977  -5.399  0.865  0.2115
Cl  -3.542  1.705  -3.381  0.0725
H  -5.231  -0.222  -4.618  0.2490
O  -2.083  0.087  -1.398  -0.8626
H  1.994  2.041  -4.193  0.2399
H  0.036  -5.635  -0.619  0.2042
H  1.445  -6.660  -0.292  0.2030
C  -4.125  -2.676  -2.589  -0.1602
H  3.607  2.977  -2.652  0.2378
H  4.543  1.495  -2.728  0.2398
H  3.343  -4.460  0.728  0.2133
O  -1.814  -2.135  0.108  -0.5252
C  0.923  -2.164  -0.607  -0.6438
O  3.520  1.827  -0.182  -0.6231
C  1.400  -3.283  -0.758  -0.0289
C  3.008  1.496  -1.234  0.7046
H  1.000  -4.967  -2.859  0.2093
C  3.361  -4.701  -0.337  -0.5865
H  2.627  -4.285  -2.961  0.2144
H  2.410  -6.000  -2.553  0.2011
C  -2.559  -2.651  -0.693  0.4623
C  1.532  0.620  -2.669  0.6975
Cl  -3.257  3.839  0.300  -0.3852
Cl  -5.975  -2.970  -4.550  0.0168
C  1.945  -4.642  -0.928  -0.1361
C  -2.983  -0.598  -2.087  0.4102
H  2.938  0.562  -4.275  0.2430
H  -2.833  -3.713  -0.574  0.1361
C  0.934  -0.122  3.599  -0.7670
Cl  -1.726  0.931  1.428  -0.4072
Ge  -2.567  1.942  -0.445  1.2540
C  -3.217  -1.952  -1.826  -0.2266


ORCA calculation (the ωB97M-V functional and the def2-TZVPD basis) on C41H32N11O4Sc as an isolated structure at a distorted geometry.

The molecular weight comes out at 787.74 g/mol. For the highest occupied orbital energy, the calculation gives -12.712 eV. The calculation puts the total energy at -3245.30276 Eh. Its energy relative to the best compared isomer or geometry (same formula, charge and spin) is 1.468 eV. The charge is +2. The value obtained for the maximum force is 1.91 eV/Å. As for the HOMO-LUMO gap: 6.7 eV.

Each line ends with the Löwdin charge.
Cartesian coordinates (Å):
H  4.268  3.157  -1.073  0.1849
H  -3.458  -2.679  -0.639  0.1504
C  0.769  -3.587  -1.787  -0.1334
N  3.616  0.556  5.920  -0.3464
C  0.340  2.203  2.320  -0.1070
H  -6.995  2.344  1.278  0.1280
C  1.443  -1.186  2.664  -0.1396
C  1.976  0.820  4.014  -0.0438
C  -2.450  0.518  -3.790  -0.1715
O  3.926  -0.196  6.804  0.1280
N  0.583  0.939  2.030  0.0800
C  1.439  -3.904  2.408  -0.0030
C  3.253  0.183  -0.536  -0.2080
C  5.864  -0.713  -0.618  -0.0582
N  -2.153  1.802  -3.397  0.2058
H  2.789  -3.984  4.072  0.1361
N  -2.083  -1.168  -0.322  -0.0382
C  -2.420  -2.360  -0.684  -0.0267
H  0.074  -3.482  0.820  0.0925
C  2.904  -1.349  4.628  0.0891
C  2.193  -1.972  3.570  -0.1119
C  -0.987  1.766  -2.720  -0.2902
H  -4.172  -1.819  -5.451  0.1146
C  -1.781  -4.506  -1.697  0.0152
H  1.282  -5.454  -2.710  0.1191
Sc  -0.061  -0.066  -0.277  1.2138
C  2.211  -3.365  3.404  0.0394
C  0.867  2.859  3.433  0.0030
C  0.493  -4.850  -2.294  -0.0141
H  -2.187  -3.121  -4.882  0.1124
C  -5.541  3.910  1.182  -0.0453
N  0.156  2.976  -0.933  -0.0589
N  -0.148  -2.778  -1.260  0.0446
C  -0.812  -5.319  -2.252  -0.0137
C  1.527  3.352  -0.650  -0.1190
C  -0.239  3.005  -2.338  -0.0917
H  2.119  2.666  5.147  0.1221
O  -1.466  1.223  0.188  -0.1727
C  -5.963  2.604  1.107  0.0144
H  2.689  -1.846  -0.082  0.0785
C  5.643  0.623  -0.871  0.0116
C  -5.065  1.569  0.815  -0.2520
C  -4.203  4.232  0.954  -0.0751
H  1.783  -3.212  -1.814  0.1129
H  6.871  -1.092  -0.628  0.1158
H  5.054  -2.622  -0.144  0.1119
N  3.761  2.301  -0.913  0.1963
H  -2.705  2.620  -3.609  0.1832
C  -3.495  -0.022  -4.526  0.0087
H  -6.248  4.688  1.424  0.1181
H  1.899  4.153  -1.310  0.1394
H  -3.877  5.256  1.002  0.1058
C  1.702  2.174  4.283  0.0445
H  -2.812  -4.819  -1.642  0.1287
H  0.616  3.889  3.625  0.1223
H  -0.848  3.887  -2.579  0.1410
C  -1.251  -1.581  -3.755  -0.0280
H  -1.071  -6.287  -2.651  0.1253
H  3.516  -1.958  5.282  0.1433
N  2.068  0.909  -0.518  0.0807
H  -0.489  3.563  -0.413  0.0985
C  -1.418  -3.245  -1.217  -0.2950
H  -4.330  0.579  -4.848  0.1207
C  -1.379  -0.266  -3.316  -0.2190
C  -3.308  3.232  0.679  -0.0329
C  1.349  0.233  2.884  -0.1291
H  -4.808  -0.295  0.546  0.0748
C  0.709  -3.051  1.578  -0.1076
O  3.935  1.716  5.823  0.1027
C  -2.270  -2.109  -4.518  -0.0618
C  2.809  -0.010  4.835  -0.0575
H  1.389  -4.968  2.257  0.1207
N  0.737  -1.728  1.644  0.0832
H  0.661  3.035  -2.963  0.1443
H  -0.342  2.702  1.649  0.0895
H  6.448  1.302  -1.099  0.1229
H  -2.264  3.450  0.517  0.0828
N  -3.093  -0.357  0.062  0.0602
C  -3.395  -1.356  -4.863  -0.0576
C  4.328  1.054  -0.801  -0.1704
C  -2.699  0.893  0.287  -0.3706
C  2.431  2.164  -0.731  -0.2710
N  -0.513  0.537  -2.576  0.0962
C  -3.708  1.890  0.601  -0.0746
C  3.501  -1.164  -0.295  -0.0252
O  -5.535  0.327  0.764  0.0921
H  -0.351  -2.137  -3.556  0.0999
H  1.587  3.714  0.385  0.1328
C  4.814  -1.588  -0.334  -0.0621


ORCA calculation (the ωB97M-V functional and the def2-TZVPD basis) on a 2-piece molecular cluster, C3H11N2P2 overall at a distorted geometry.

The molecular weight comes out at 137.08 g/mol. For the highest occupied orbital energy (spin up / spin down), the calculation gives -12.452 / -12.458 eV. The calculation puts the total energy at -912.81461 Eh. Its energy relative to the best compared isomer or geometry (same formula, charge and spin) is 1.763 eV. The charge is +1. The value obtained for the maximum force is 4.89 eV/Å. As for the HOMO-LUMO gap (spin up / spin down): 7.7 / 7.7 eV.

Each line ends with the natural charge from an NBO analysis.
Cartesian coordinates (Å):
N  -2.041  -0.920  1.172  -1.1251
P  -1.068  -0.061  0.158  1.6575
C  -1.531  -0.545  -1.530  -0.9766
H  -2.601  -0.387  -1.672  0.2735
H  -1.286  -1.592  -1.703  0.2754
H  3.504  -1.008  0.998  0.2632
C  -1.466  1.695  0.403  -0.9739
H  -0.858  2.290  -0.279  0.2741
H  -2.021  -0.692  2.157  0.4346
C  3.811  -0.352  0.183  -0.9370
P  2.292  0.430  -0.573  1.0566
H  4.474  0.432  0.553  0.2579
H  -1.246  1.999  1.424  0.2750
H  -2.525  1.852  0.188  0.2746
H  4.328  -0.927  -0.587  0.2578
H  -0.971  0.067  -2.235  0.2747
N  1.347  -0.365  0.340  -0.9971
H  -2.140  -1.915  1.004  0.4348


ORCA calculation (the ωB97M-V functional and the def2-TZVPD basis) on HN3O as an isolated structure at a distorted geometry.

The molecular weight comes out at 59.03 g/mol. For the highest occupied orbital energy, the calculation gives -8.746 eV. The calculation puts the total energy at -239.88321 Eh. Its energy relative to the best compared isomer or geometry (same formula, charge and spin) is 4.460 eV. The charge is 0. The value obtained for the maximum force is 6.44 eV/Å. As for the HOMO-LUMO gap: 8.4 eV.

Each line ends with the natural charge from an NBO analysis.
Cartesian coordinates (Å):
N  0.592  1.031  -1.096  0.1205
N  -0.360  0.217  -0.907  0.0671
O  -0.871  -0.534  -1.733  -0.4637
H  0.017  -0.219  0.327  0.2495
N  1.077  2.044  -1.256  0.0267